1.
Molecular formula: C5H8N2
Method: DFT, ωB97M-V/def2-TZVPD

Summary:
energy above the lowest of the compared OMol25 structures with the same formula, charge and spin: 5.656 eV
HOMO level: -0.28205 Eh
HOMO-LUMO gap: 8.075 eV

```
! wB97M-V def2-TZVPD RIJCOSX def2/J DEFGRID3
* xyz 0 1
C 1.348 -1.379 -0.089
C 0.084 -0.563 -0.096
C -2.022 -0.010 -0.062
C -1.227 1.062 -0.067
C 0.113 0.729 -0.246
H 2.276 -0.614 -0.070
H 1.281 -1.971 0.910
H 1.796 -1.943 -0.983
H -1.214 -2.138 0.085
H -3.032 -0.127 0.329
H -1.570 2.093 -0.118
H 0.542 2.850 -0.420
H 1.700 1.597 1.150
N -1.202 -1.138 -0.184
N 1.127 1.552 -0.139
*
```


2.
Molecular formula: C35H29N2NiO5PS
Method: DFT, ωB97M-V/def2-TZVPD

Summary:
HOMO level (spin up / spin down): -0.01961 / 0.04047 Eh
HOMO-LUMO gap (spin up / spin down): 5.190 / 3.272 eV

```
! wB97M-V def2-TZVPD RIJCOSX def2/J DEFGRID3
* xyz -2 1
Ni 0.188 0.523 0.013
C 4.741 -0.684 1.131
O 5.240 0.496 0.549
C 4.448 0.970 -0.529
C 5.150 1.382 -1.688
C 4.572 1.809 -2.829
C 3.093 1.789 -2.999
C 2.308 1.536 -1.707
C 1.461 2.683 -1.260
N 0.320 2.383 -0.762
N -0.525 3.331 -0.337
C -1.262 2.946 0.693
O -1.081 1.884 1.356
C -2.326 3.898 1.078
C -2.721 4.929 0.222
C -3.735 5.793 0.580
C -4.372 5.653 1.809
C -3.987 4.629 2.667
C -2.978 3.760 2.303
C 3.076 1.031 -0.444
O 2.342 0.691 0.526
H 5.478 -1.000 1.873
H 3.769 -0.517 1.609
H 4.610 -1.469 0.377
H 6.231 1.363 -1.617
H 5.160 2.147 -3.672
H 2.749 2.732 -3.469
H 1.896 3.685 -1.217
H -2.213 5.019 -0.724
H -4.041 6.580 -0.104
H -5.170 6.330 2.093
H -4.480 4.512 3.626
H -2.674 2.950 2.950
O 2.673 0.730 -3.879
C 1.623 0.070 -3.286
O 1.437 0.456 -2.016
C 0.861 -0.879 -3.928
C 1.207 -1.249 -5.267
C 0.535 -2.231 -5.939
C -0.516 -2.907 -5.311
C -0.904 -2.537 -4.035
C -0.284 -1.517 -3.317
S -1.021 -1.069 -1.824
H 2.029 -0.715 -5.724
H 0.819 -2.493 -6.955
H -1.039 -3.707 -5.824
H -1.737 -3.040 -3.564
C 0.476 -0.397 3.082
P -0.207 -1.020 1.493
C -1.966 -1.150 2.010
C -2.927 -0.489 1.259
C -4.246 -0.456 1.673
C -4.619 -1.074 2.855
C -3.670 -1.755 3.600
C -2.355 -1.808 3.173
C 0.177 -2.798 1.581
C -0.602 -3.652 0.798
C -0.330 -5.001 0.739
C 0.733 -5.531 1.459
C 1.511 -4.692 2.240
C 1.241 -3.338 2.299
H 0.290 -1.072 3.914
H -0.003 0.564 3.253
H 1.541 -0.221 2.959
H -2.608 0.012 0.356
H -4.983 0.073 1.088
H -5.645 -1.027 3.202
H -3.956 -2.229 4.533
H -1.627 -2.357 3.757
H -1.404 -3.222 0.215
H -0.941 -5.650 0.126
H 0.958 -6.589 1.400
H 2.337 -5.103 2.809
H 1.871 -2.694 2.895
*
```


3.
Molecular formula: C50H49AsGe2N3OZr
Method: DFT, ωB97M-V/def2-TZVPD

Summary:
<S²>: 0.754
energy above the lowest of the compared OMol25 structures with the same formula, charge and spin: 0.217 eV
HOMO level (spin up / spin down): -0.65386 / -0.68052 Eh
HOMO-LUMO gap (spin up / spin down): 5.958 / 6.254 eV

```
! wB97M-V def2-TZVPD RIJCOSX def2/J DEFGRID3
* xyz 4 2
Zr -0.368 -0.408 0.837
C -0.516 2.076 -1.673
C -0.769 2.675 -0.326
C -1.244 3.970 -0.157
C -1.480 4.452 1.118
C -1.149 3.667 2.220
C -0.594 2.428 1.994
N -0.474 1.906 0.734
C 0.159 1.666 3.023
C 0.621 2.142 4.237
C 1.675 1.462 4.845
C 2.332 0.427 4.181
C 1.806 -0.011 2.979
N 0.660 0.522 2.523
C 2.497 -0.808 1.934
C 3.695 -1.449 2.130
C 4.368 -1.959 1.018
C 3.824 -1.789 -0.235
C 2.584 -1.163 -0.378
C 2.014 -0.898 -1.735
N 1.916 -0.714 0.695
H -0.689 2.796 -2.469
H -1.175 1.216 -1.852
H 0.521 1.744 -1.747
H -1.432 4.587 -1.025
H -1.880 5.447 1.261
H -1.266 4.047 3.225
H 0.240 3.055 4.671
H 2.063 1.819 5.791
H 3.260 0.033 4.571
H 4.126 -1.527 3.119
H 5.322 -2.455 1.141
H 4.346 -2.131 -1.119
H 2.294 -1.680 -2.437
H 2.419 0.044 -2.114
H 0.923 -0.831 -1.730
C -5.949 -0.480 -2.500
Ge -4.081 0.015 -2.667
C -2.962 -1.216 -3.666
C -3.875 1.817 -3.352
Ge -3.378 -0.079 -0.215
C -3.809 1.384 0.965
C -3.994 1.215 2.349
C -4.549 2.227 3.112
C -4.948 3.416 2.506
C -4.776 3.600 1.139
C -4.195 2.600 0.377
C -3.505 -1.662 0.937
C -2.725 -1.930 2.063
C -3.068 -2.882 3.007
C -4.236 -3.613 2.825
C -5.017 -3.400 1.699
C -4.651 -2.442 0.762
H -6.338 -0.591 -3.515
H -6.512 0.308 -2.002
H -6.107 -1.422 -1.978
H -2.954 -0.872 -4.701
H -3.357 -2.229 -3.651
H -1.932 -1.231 -3.307
H -4.356 1.795 -4.334
H -2.833 2.089 -3.509
H -4.382 2.579 -2.766
H -3.760 0.273 2.829
H -4.712 2.080 4.172
H -5.416 4.191 3.099
H -5.112 4.515 0.669
H -4.073 2.753 -0.689
H -1.800 -1.371 2.319
H -2.439 -3.056 3.870
H -4.536 -4.345 3.563
H -5.923 -3.972 1.553
H -5.292 -2.289 -0.099
O -0.455 -2.154 -0.078
As -0.258 -3.914 -0.018
C -1.585 -4.742 -1.066
C -1.382 -6.098 -1.336
C -2.341 -6.793 -2.054
C -3.479 -6.136 -2.506
C -3.661 -4.784 -2.250
C -2.714 -4.077 -1.524
C -0.377 -4.349 1.823
C -1.116 -5.453 2.230
C -1.150 -5.784 3.581
C -0.468 -5.011 4.509
C 0.271 -3.904 4.096
C 0.319 -3.581 2.750
C 1.436 -4.412 -0.684
C 1.663 -4.355 -2.062
C 2.869 -4.810 -2.567
C 3.827 -5.338 -1.706
C 3.590 -5.410 -0.340
C 2.391 -4.944 0.182
H -0.485 -6.611 -1.005
H -2.198 -7.843 -2.269
H -4.223 -6.682 -3.071
H -4.548 -4.286 -2.620
H -2.847 -3.023 -1.324
H -1.666 -6.054 1.516
H -1.711 -6.650 3.905
H -0.497 -5.279 5.557
H 0.828 -3.324 4.821
H 0.981 -2.793 2.402
H 0.897 -3.989 -2.738
H 3.054 -4.785 -3.633
H 4.756 -5.719 -2.110
H 4.328 -5.854 0.315
H 2.196 -5.024 1.245
*
```


no.,energy (eV)
1,-8289.3400
2,-111146.5687
3,-234279.4046